21
Properties=species:S:1:pos:R:3 method="wB97M-V/def2-TZVPD" de_lowest_kj_mol=167.16 smiles=CNCCNC.O e_lumo_ev=0.662 mol_weight_g_mol=106.2
C 2.594 1.309 1.510
N 1.330 0.920 0.958
C 1.184 -0.494 0.688
C 0.087 -0.784 -0.328
N -0.023 0.117 -1.437
C 1.155 0.347 -2.257
H 2.778 2.376 1.342
H 3.454 0.810 1.032
H 2.693 1.121 2.577
H 1.060 1.465 0.156
H 2.107 -0.925 0.278
H 0.935 -1.016 1.613
H 0.233 -1.845 -0.545
H -0.867 -0.727 0.216
H -0.886 -0.009 -1.948
H 0.914 1.079 -3.030
H 1.945 0.727 -1.601
H 1.530 -0.545 -2.752
O -5.597 -1.332 0.857
H -4.664 -1.546 0.951
H -5.744 -0.386 0.858

***

21
Properties=species:S:1:pos:R:3 method="wB97M-V/def2-TZVPD" de_lowest_kj_mol=199.29 smiles=NCCCCN.O e_lumo_ev=0.736 mol_weight_g_mol=106.2
N -0.735 -0.417 2.586
C -0.569 -1.110 1.327
C 0.842 -0.656 0.673
C 1.071 0.853 0.667
C 0.169 1.678 -0.318
N 0.383 1.088 -1.699
H -1.116 0.549 2.450
H 0.103 -0.189 3.109
H -1.402 -0.916 0.712
H -0.540 -2.192 1.542
H 1.593 -1.086 1.349
H 0.941 -1.203 -0.339
H 2.103 1.003 0.317
H 0.870 1.199 1.693
H -0.906 1.607 0.100
H 0.507 2.734 -0.251
H -0.198 1.807 -2.442
H 1.454 1.080 -1.907
O -1.033 -1.476 -2.627
H -0.924 -1.143 -3.542
H -0.834 -0.728 -2.084

***

21
Properties=species:S:1:pos:R:3 method="wB97M-V/def2-TZVPD" de_lowest_kj_mol=976.69 e_lumo_ev=-4.533 mol_weight_g_mol=106.2
N 0.616 1.784 0.694
C 2.463 -0.323 -1.085
C 1.344 -0.602 -1.785
N -1.699 -0.089 -0.326
C -3.114 -0.210 -0.264
C -1.027 -0.634 0.841
H -0.133 1.161 0.384
H 0.662 2.531 0.009
H 2.802 0.691 -0.936
H 3.045 -1.087 -0.568
H 0.734 0.217 -2.154
H 0.824 -1.533 -1.602
H -3.603 0.301 -1.103
H -3.494 0.315 0.624
H -3.549 -1.213 -0.191
H -1.174 -0.069 1.768
H -1.153 -1.705 1.064
H 0.008 -0.413 0.612
H 1.436 1.109 0.720
H 2.511 -0.197 2.126
O 2.502 -0.034 1.173

***

21
Properties=species:S:1:pos:R:3 method="wB97M-V/def2-TZVPD" de_lowest_kj_mol=258.89 smiles=CCNCCN.O e_lumo_ev=0.834 mol_weight_g_mol=106.2
C -3.003 -1.258 -0.314
C -2.260 -0.828 0.980
N -1.382 0.365 0.919
C -0.004 0.153 0.234
C 0.942 1.221 0.600
N 0.343 2.625 0.238
H -4.021 -0.811 -0.559
H -2.401 -0.935 -1.197
H -3.180 -2.355 -0.229
H -3.019 -0.457 1.578
H -1.645 -1.705 1.524
H -1.843 0.922 0.233
H 0.261 -0.873 0.450
H -0.191 0.229 -0.815
H 1.918 1.067 0.149
H 1.183 1.283 1.726
H -0.206 3.054 0.940
H 1.032 3.130 -0.349
O 5.720 -1.242 -1.812
H 5.435 -2.194 -1.726
H 6.319 -1.392 -2.569

***

21
Properties=species:S:1:pos:R:3 method="wB97M-V/def2-TZVPD" de_lowest_kj_mol=128.54 smiles=C[C@@H](N)CCN.O e_lumo_ev=0.866 mol_weight_g_mol=106.2
C 0.334 0.613 1.969
C -0.038 0.244 0.545
N 1.160 0.010 -0.305
C -0.988 -0.959 0.510
C -1.592 -1.298 -0.898
N -2.137 -0.140 -1.564
H -0.530 0.920 2.547
H 0.936 -0.218 2.341
H 0.980 1.497 1.959
H -0.588 1.003 -0.019
H 0.886 -0.650 -1.021
H 1.820 -0.524 0.267
H -1.859 -0.839 1.160
H -0.445 -1.832 0.898
H -0.888 -1.988 -1.383
H -2.287 -2.097 -0.596
H -1.938 -0.205 -2.555
H -3.136 -0.221 -1.588
O 3.340 2.471 -0.529
H 4.209 2.451 -0.901
H 2.761 1.762 -0.838

***

21
Properties=species:S:1:pos:R:3 method="wB97M-V/def2-TZVPD" de_lowest_kj_mol=171.56 smiles=CNCCNC.O e_lumo_ev=0.874 mol_weight_g_mol=106.2
C -1.675 -1.014 1.970
N -0.611 -0.514 1.067
C -0.652 -1.175 -0.230
C 0.184 -0.361 -1.245
N -0.433 0.856 -1.756
C -0.780 1.939 -0.842
H -2.586 -1.059 1.380
H -1.452 -1.999 2.382
H -1.827 -0.253 2.734
H 0.278 -0.723 1.489
H -1.667 -1.256 -0.627
H -0.301 -2.218 -0.180
H 0.425 -0.891 -2.169
H 1.091 -0.121 -0.685
H -1.271 0.647 -2.294
H -1.585 1.724 -0.137
H -1.127 2.792 -1.421
H 0.091 2.199 -0.246
O 4.489 0.327 0.595
H 5.397 0.602 0.436
H 4.012 0.501 -0.220

***

21
Properties=species:S:1:pos:R:3 method="wB97M-V/def2-TZVPD" de_lowest_kj_mol=167.10 smiles=CC[C@@H](N)CN.O e_lumo_ev=0.962 mol_weight_g_mol=106.2
C 0.218 1.188 -1.711
C 1.133 1.058 -0.503
C 0.397 0.218 0.579
N -0.192 -0.975 -0.088
C 1.315 -0.074 1.777
N 0.610 -0.680 2.917
H 0.508 1.983 -2.383
H -0.846 1.350 -1.564
H 0.320 0.219 -2.198
H 2.147 0.741 -0.694
H 1.420 2.066 -0.128
H -0.397 0.875 0.949
H 0.352 -1.774 0.213
H -0.197 -0.912 -1.088
H 1.654 0.948 2.007
H 2.271 -0.518 1.400
H 0.075 0.117 3.247
H 1.369 -0.916 3.553
O -2.952 -0.610 -2.467
H -2.284 -0.601 -1.783
H -3.650 -1.269 -2.356

***

21
Properties=species:S:1:pos:R:3 method="wB97M-V/def2-TZVPD" de_lowest_kj_mol=239.82 smiles=CCNCCN.O e_lumo_ev=0.914 mol_weight_g_mol=106.2
C -1.837 -1.309 0.092
C -0.862 -1.107 -1.107
N 0.512 -1.421 -0.728
C 1.318 -0.221 -0.628
C 1.633 0.378 0.889
N 0.416 1.105 1.365
H -2.029 -2.394 0.351
H -1.515 -0.821 1.086
H -2.773 -0.775 -0.065
H -1.083 -1.718 -2.028
H -0.995 -0.112 -1.430
H 0.588 -2.045 0.136
H 2.327 -0.330 -1.149
H 0.816 0.653 -1.090
H 2.446 1.119 1.102
H 1.797 -0.598 1.510
H -0.368 0.483 1.350
H 0.497 1.537 2.233
O -0.234 2.590 -1.063
H -0.011 3.136 -0.269
H -0.642 1.851 -0.556

***

21
Properties=species:S:1:pos:R:3 method="wB97M-V/def2-TZVPD" de_lowest_kj_mol=294.17 smiles=CNCCCN.O e_lumo_ev=0.904 mol_weight_g_mol=106.2
C -1.324 -0.148 1.338
N -0.692 0.962 0.776
C 0.590 0.595 0.184
C 0.383 -0.178 -1.205
C 0.077 0.829 -2.388
N 1.387 1.578 -2.473
H -1.503 -1.106 0.766
H -0.892 -0.276 2.243
H -2.383 0.243 1.667
H -1.111 1.791 0.256
H 0.968 -0.045 0.989
H 1.164 1.489 0.066
H -0.476 -0.927 -1.128
H 1.370 -0.620 -1.391
H -0.791 1.606 -2.309
H -0.012 0.238 -3.293
H 1.854 1.060 -3.175
H 1.046 2.372 -3.024
O 0.085 -3.026 3.632
H 0.376 -3.815 4.012
H -0.114 -2.623 4.458

***

21
Properties=species:S:1:pos:R:3 method="wB97M-V/def2-TZVPD" charge=+1 de_lowest_kj_mol=136.00 multiplicity=2 e_lumo_ev="-3.153 / -8.844" mol_weight_g_mol=106.2
N 0.769 -0.507 -0.728
C -1.825 -1.907 0.078
C -1.753 -0.535 -0.619
C -0.407 0.174 -0.263
C -0.324 1.675 -0.548
N 0.767 2.484 0.047
H 1.685 -0.223 -0.324
H 0.773 -0.448 -1.724
H -1.768 -1.826 1.195
H -1.060 -2.585 -0.247
H -2.805 -2.349 -0.185
H -1.803 -0.730 -1.656
H -2.589 0.110 -0.393
H -0.394 0.216 0.777
H -1.231 2.235 -0.148
H -0.185 1.830 -1.605
H 0.459 2.906 0.915
H 0.952 3.266 -0.614
H 1.974 -1.336 0.840
H 1.693 -1.230 2.358
O 2.425 -1.265 1.711

***

21
Properties=species:S:1:pos:R:3 method="wB97M-V/def2-TZVPD" charge=+1 de_lowest_kj_mol=118.73 multiplicity=2 e_lumo_ev="-3.474 / -3.481" mol_weight_g_mol=106.2
C 0.287 1.054 -1.343
C -0.867 0.525 -0.628
C -0.878 -1.014 -0.314
C -3.066 -1.581 0.536
N -1.773 -1.369 0.762
N 1.384 1.418 -0.376
H 0.613 0.271 -2.075
H 0.021 1.953 -1.994
H -1.025 1.176 0.244
H -1.861 0.625 -1.230
H -1.119 -1.418 -1.302
H 0.231 -1.400 -0.100
H -3.535 -1.400 -0.408
H -3.859 -2.027 1.264
H -1.372 -1.654 1.654
H 0.929 1.645 0.462
H 1.836 2.381 -0.602
H 2.239 0.806 -0.376
H 3.946 0.899 2.030
H 4.131 -0.153 0.882
O 3.587 0.506 1.168

***

21
Properties=species:S:1:pos:R:3 method="wB97M-V/def2-TZVPD" charge=+2 de_lowest_kj_mol=130.60 e_lumo_ev=-6.121 mol_weight_g_mol=106.2
C -0.956 -0.666 0.113
C 0.388 -0.017 -0.097
C 0.424 1.317 0.640
C 1.514 1.798 1.193
N 1.595 3.113 1.892
N -1.044 -2.114 -0.186
H -1.780 -0.160 -0.390
H -1.111 -0.577 1.193
H 0.587 0.280 -1.140
H 1.212 -0.678 0.197
H -0.603 1.634 0.819
H 2.482 1.323 1.170
H 2.421 3.582 1.511
H 1.738 3.005 2.898
H 0.849 3.791 1.735
H -0.389 -2.818 0.150
H -1.125 -2.090 -1.605
H -1.962 -2.512 0.035
H -1.900 -2.335 -3.844
H -0.911 -3.328 -3.260
O -1.430 -2.548 -3.022